No. 1
This record from the OMol25 dataset describes 2 unconnected molecules or ions with the total composition C3H9NO2 at a distorted geometry. The level of theory is ωB97M-V with the def2-TZVPD basis set.

Computed properties:
Energy relative to the best compared isomer or geometry (same formula, charge and spin) = 113.5 kJ/mol
Multiplicity = 2
HOMO-LUMO gap (alpha / beta) = 9.29 / 4.33 eV
Energy = -8832.33466 eV
Net charge = +1

Geometry (Å):
C -1.67 -2.39 0.58
C -0.99 -1.14 0.12
O -1.52 -0.07 0.50
N 0.07 -1.23 -0.63
H -1.41 -2.60 1.62
H -1.46 -3.28 -0.02
H 0.50 -0.43 -1.06
H 0.53 -2.12 -0.70
H -2.76 -2.30 0.66
C 1.26 2.35 -0.35
O 2.38 3.01 0.21
H 2.05 3.77 0.70
H 0.84 1.68 0.42
H 0.52 2.99 -0.84
H 1.66 1.76 -1.19

No. 2
This record from the OMol25 dataset describes 2 unconnected molecules or ions with the total composition C3H9NO2 at a distorted geometry. The level of theory is ωB97M-V with the def2-TZVPD basis set.

Computed properties:
Energy relative to the best compared isomer or geometry (same formula, charge and spin) = 39.8 kJ/mol
Multiplicity = 2
HOMO-LUMO gap (alpha / beta) = 11.04 / 5.81 eV
Energy = -8833.09850 eV
Net charge = +1

Geometry (Å):
C 2.96 -0.77 -0.36
N 1.74 -0.79 -1.09
H 1.47 -0.04 -1.74
H 0.93 -0.95 -0.47
H -0.43 1.19 -0.83
H 2.77 -0.54 0.70
H 3.68 -0.03 -0.71
H 3.41 -1.78 -0.36
C -2.97 0.59 0.95
C -1.57 0.52 0.43
O -1.38 1.10 -0.79
O -0.69 -0.11 0.95
H -3.22 -0.45 1.17
H -3.72 0.95 0.25
H -2.97 1.11 1.90

No. 3
This record from the OMol25 dataset describes 2 unconnected molecules or ions with the total composition C3H9NO2. The level of theory is ωB97M-V with the def2-TZVPD basis set.

Computed properties:
Energy relative to the best compared isomer or geometry (same formula, charge and spin) = 56.2 kJ/mol
Multiplicity = 2
HOMO-LUMO gap (alpha / beta) = 10.73 / 6.26 eV
Energy = -8832.92875 eV
Net charge = +1

Geometry (Å):
C 0.40 1.28 0.00
N -0.36 0.46 -0.89
C -0.47 -0.95 -0.62
C -0.87 1.04 -2.08
O 0.70 0.89 1.08
H 0.66 2.26 -0.38
H -0.16 -1.19 0.39
H 0.17 -1.46 -1.33
H -1.48 -1.32 -0.78
H -1.50 1.90 -1.82
H -1.40 0.33 -2.69
H -0.08 1.46 -2.70
H 0.95 -2.16 2.97
H 0.55 -0.90 2.19
O 0.61 -1.85 2.12

No. 4
This record from the OMol25 dataset describes 2 unconnected molecules or ions with the total composition C3H9NO2 at a distorted geometry. The level of theory is ωB97M-V with the def2-TZVPD basis set.

Computed properties:
Energy relative to the best compared isomer or geometry (same formula, charge and spin) = 137.2 kJ/mol
Multiplicity = 2
HOMO-LUMO gap (alpha / beta) = 13.05 / 4.27 eV
Energy = -8832.08900 eV
Net charge = +1

Geometry (Å):
C 2.97 -0.40 -0.79
O 1.99 0.50 -0.26
H 1.21 0.00 0.03
H 3.42 0.15 -1.61
H 3.65 -0.75 -0.01
H 2.42 -1.31 -1.05
C -2.46 0.18 -0.40
C -1.29 -0.17 0.42
O -0.58 -1.16 0.17
N -0.97 0.62 1.46
H -2.86 1.18 -0.23
H -3.23 -0.55 -0.15
H -0.34 0.19 2.12
H -1.51 1.41 1.79
H -2.39 0.12 -1.48

No. 5
This record from the OMol25 dataset describes a molecular structure, C3H9NO2S at a distorted geometry. The level of theory is ωB97M-V with the def2-TZVPD basis set.

Computed properties:
Energy relative to the best compared isomer or geometry (same formula, charge and spin) = 130.4 kJ/mol
HOMO-LUMO gap = 5.83 eV
Energy = -19674.71332 eV
Net charge = -2

Geometry (Å):
C 0.94 0.10 -0.48
O 1.72 1.22 -0.11
C -0.19 -0.10 0.62
C -1.16 -1.41 0.25
S -2.69 -1.23 -0.68
N -0.99 1.11 0.82
H 1.45 -1.01 -0.46
H 0.54 0.25 -1.48
H 0.35 -0.11 1.69
H -0.40 -1.99 -0.36
H -1.35 -1.75 1.25
H -1.76 1.12 0.00
H -0.27 1.81 0.60
H 2.90 1.05 -0.02
H 4.01 1.80 0.95
O 4.15 1.17 0.20

No. 6
This record from the OMol25 dataset describes 2 unconnected molecules or ions with the total composition C3H9NO2S at a distorted geometry. The level of theory is ωB97M-V with the def2-TZVPD basis set.

Computed properties:
Energy relative to the best compared isomer or geometry (same formula, charge and spin) = 140.6 kJ/mol
Structure (SMILES) = NC(=O)CCS.O
HOMO-LUMO gap = 9.93 eV
Energy = -19676.95559 eV

Geometry (Å):
C 0.23 -0.89 0.07
C -1.22 -0.47 -0.01
S -2.31 -1.33 -1.14
C 1.20 -0.11 0.85
N 2.08 -0.79 1.76
O 1.13 1.09 0.89
H 0.33 -2.02 0.19
H 0.65 -0.73 -1.03
H -1.65 -0.64 1.00
H -1.37 0.63 -0.18
H -2.45 -0.52 -2.09
H 1.86 -1.82 2.04
H 2.35 -0.27 2.54
H 0.45 2.57 -1.30
H -0.96 3.00 -1.69
O -0.32 2.31 -1.89

No. 7
This record from the OMol25 dataset describes a single C3H9NO2S molecule at a distorted geometry. The level of theory is ωB97M-V with the def2-TZVPD basis set.

Computed properties:
Energy relative to the best compared isomer or geometry (same formula, charge and spin) = 292.3 kJ/mol
HOMO-LUMO gap = 8.79 eV
Energy = -19675.38338 eV

Geometry (Å):
C -1.18 -0.09 1.57
C 1.25 1.19 -1.29
C -0.71 0.24 0.12
N 0.47 1.01 -0.10
O -1.77 -2.01 -0.28
O 0.81 -1.91 0.09
S -0.57 -1.41 -0.78
H -0.39 0.07 2.26
H -1.55 -1.06 1.64
H -2.08 0.56 1.75
H 1.85 0.31 -1.54
H 0.75 1.59 -2.09
H 2.06 2.00 -1.04
H -1.46 0.80 -0.41
H 1.06 0.90 0.70
H 1.46 -2.19 -0.61

No. 8
This record from the OMol25 dataset describes 2 unconnected molecules or ions with the total composition C3H9NO2S at a distorted geometry. The level of theory is ωB97M-V with the def2-TZVPD basis set.

Computed properties:
Energy relative to the best compared isomer or geometry (same formula, charge and spin) = 131.9 kJ/mol
Structure (SMILES) = O=CNCCS.O
HOMO-LUMO gap = 9.95 eV
Energy = -19677.04637 eV

Geometry (Å):
O 1.62 -2.13 -0.27
C 0.82 -1.69 -1.06
N 0.60 -0.35 -1.22
C -0.72 0.25 -1.32
C -1.35 0.49 0.05
S -2.33 -0.80 0.80
H 0.27 -2.35 -1.75
H 1.19 0.12 -0.53
H -1.39 -0.43 -1.85
H -0.65 1.17 -1.88
H -1.85 1.46 0.06
H -0.53 0.70 0.74
H -1.50 -1.82 0.55
H 2.29 1.12 2.37
H 1.51 2.22 3.06
O 2.02 2.04 2.25

No. 9
This record from the OMol25 dataset describes 3 unconnected molecules or ions with the total composition C3H9NO2S2 at a distorted geometry. The level of theory is ωB97M-V with the def2-TZVPD basis set.

Computed properties:
Energy relative to the best compared isomer or geometry (same formula, charge and spin) = 445.5 kJ/mol
HOMO-LUMO gap = 4.83 eV
Energy = -30508.74654 eV

Geometry (Å):
S 3.37 0.61 0.33
S 1.23 -0.42 -1.83
C 0.38 0.46 -0.53
C -0.97 0.45 -0.89
C -1.93 -0.31 -0.07
N -3.18 -0.44 -0.60
O -1.62 -0.79 1.00
H 3.25 1.94 0.22
H 0.53 -0.08 0.42
H 0.97 1.39 -0.35
H -1.25 0.83 -1.87
H 2.43 0.19 -1.40
H -3.86 -0.85 0.01
H -3.29 -0.55 -1.60
H 0.53 -0.95 2.37
H 1.98 -0.53 2.05
O 1.42 -0.94 2.74

No. 10
This record from the OMol25 dataset describes 2 unconnected molecules or ions with the total composition C3H9NO2S2 at a distorted geometry. The level of theory is ωB97M-V with the def2-TZVPD basis set.

Computed properties:
Energy relative to the best compared isomer or geometry (same formula, charge and spin) = 166.4 kJ/mol
Structure (SMILES) = N[C@H](C=O)CSS.O
HOMO-LUMO gap = 9.67 eV
Energy = -30511.63969 eV

Geometry (Å):
N -0.68 0.67 0.45
C -0.39 -0.46 -0.43
C -1.62 -1.09 -1.06
O -2.61 -0.45 -1.29
C 0.64 -1.32 0.23
S 2.30 -0.70 0.52
S 2.46 1.14 -0.31
H -0.33 1.51 0.02
H -1.66 0.80 0.62
H -0.11 -0.08 -1.46
H -1.59 -2.17 -1.27
H 0.80 -2.27 -0.32
H 0.16 -1.72 1.14
H 2.14 1.91 0.78
H -3.98 0.96 0.25
H -4.11 0.09 1.40
O -4.29 1.03 1.16

No. 11
This record from the OMol25 dataset describes a molecular structure, C3H9NO2Si at a distorted geometry. The level of theory is ωB97M-V with the def2-TZVPD basis set.

Computed properties:
Energy relative to the best compared isomer or geometry (same formula, charge and spin) = 195.7 kJ/mol
HOMO-LUMO gap = 8.67 eV
Energy = -16720.64243 eV

Geometry (Å):
C 1.07 1.03 -0.58
C 1.40 -0.29 0.09
C -0.40 1.39 -0.53
N 0.37 -1.27 -0.29
O -1.09 -0.81 2.02
O -2.48 -1.46 -0.05
Si -1.08 -0.80 0.41
H 1.69 1.73 0.00
H 1.24 1.11 -1.63
H 2.31 -0.84 -0.05
H 1.27 0.08 1.13
H -0.53 2.04 0.25
H -0.96 1.84 -1.37
H 0.57 -1.63 -1.21
H -0.41 -1.16 2.58
H -2.97 -0.94 -0.76

No. 12
This record from the OMol25 dataset describes 2 unconnected molecules or ions with the total composition C3H9NO3 at a distorted geometry. The level of theory is ωB97M-V with the def2-TZVPD basis set.

Computed properties:
Energy relative to the best compared isomer or geometry (same formula, charge and spin) = 134.8 kJ/mol
Structure (SMILES) = CNCC(=O)O.O
HOMO-LUMO gap = 10.16 eV
Energy = -10889.18415 eV

Geometry (Å):
C -1.86 -1.35 0.70
N -0.61 -2.11 0.49
C 0.47 -1.15 0.32
C 1.78 -1.81 0.43
O 2.87 -0.93 0.23
O 1.98 -2.96 0.67
H -1.72 -0.96 1.71
H -1.99 -0.56 -0.08
H -2.80 -1.93 0.63
H -0.64 -2.67 -0.35
H 0.56 -0.70 -0.68
H 0.39 -0.29 1.00
H 3.61 -1.54 0.33
H -0.38 5.60 -2.04
H -1.13 6.99 -1.87
O -0.50 6.38 -1.49

No. 13
This record from the OMol25 dataset describes a single C3H9NO3 molecule at a distorted geometry. The level of theory is ωB97M-V with the def2-TZVPD basis set.

Computed properties:
Energy relative to the best compared isomer or geometry (same formula, charge and spin) = 466.7 kJ/mol
Structure (SMILES) = COCN(O)OC
HOMO-LUMO gap = 10.37 eV
Energy = -10885.74465 eV

Geometry (Å):
C 0.76 0.51 1.01
C -2.35 -0.59 -0.28
C 2.24 -0.67 -0.39
N -0.34 0.55 0.05
O -1.48 -0.02 0.68
O 1.98 0.51 0.34
O -0.63 1.91 -0.23
H -0.78 1.96 -1.18
H 0.76 1.39 1.65
H 0.63 -0.40 1.61
H -3.10 -1.12 0.30
H -1.81 -1.30 -0.92
H -2.83 0.17 -0.90
H 1.49 -0.83 -1.17
H 2.24 -1.54 0.28
H 3.22 -0.55 -0.84

No. 14
This record from the OMol25 dataset describes 2 unconnected molecules or ions with the total composition C3H9NO3 at a distorted geometry. The level of theory is ωB97M-V with the def2-TZVPD basis set.

Computed properties:
Energy relative to the best compared isomer or geometry (same formula, charge and spin) = 243.9 kJ/mol
Structure (SMILES) = CC(=O)C(N)(O)O.[H][H]
HOMO-LUMO gap = 10.07 eV
Energy = -10888.05334 eV

Geometry (Å):
C 0.45 -0.63 -0.03
N -0.07 -1.99 -0.12
O 1.31 -0.36 -1.11
O 1.12 -0.46 1.19
H 2.02 -1.06 -1.12
H 1.96 -0.98 1.16
H 0.44 1.89 -1.74
H 0.68 -2.69 0.03
H -0.61 -2.10 -1.01
C -1.20 1.17 1.08
C -0.76 0.37 -0.11
O -1.54 0.24 -1.05
H 0.14 2.39 -1.30
H -1.34 2.23 0.76
H -0.46 1.19 1.90
H -2.16 0.78 1.47

No. 15
This record from the OMol25 dataset describes 2 unconnected molecules or ions with the total composition C3H9NO3 at a distorted geometry. The level of theory is ωB97M-V with the def2-TZVPD basis set.

Computed properties:
Energy relative to the best compared isomer or geometry (same formula, charge and spin) = 125.3 kJ/mol
Structure (SMILES) = NC(=O)CCO.O
HOMO-LUMO gap = 10.45 eV
Energy = -10889.28252 eV

Geometry (Å):
O 0.85 1.27 -0.07
O -2.69 3.10 -1.26
C -0.16 0.67 0.28
N -0.11 -0.55 0.81
C -1.56 2.35 -1.24
C -1.57 1.31 -0.02
H -2.70 3.57 -2.12
H 0.79 -1.01 0.92
H -0.95 -0.95 1.25
H -0.73 3.08 -1.15
H -1.45 1.84 -2.22
H -2.33 0.51 -0.05
H -1.82 1.98 0.82
O 4.54 -5.42 1.38
H 5.43 -5.47 1.79
H 4.46 -6.26 0.86

No. 16
This record from the OMol25 dataset describes a molecular structure, C3H9NO3 at a distorted geometry. The level of theory is ωB97M-V with the def2-TZVPD basis set.

Computed properties:
Energy relative to the best compared isomer or geometry (same formula, charge and spin) = 225.6 kJ/mol
HOMO-LUMO gap = 9.86 eV
Energy = -10888.24338 eV

Geometry (Å):
H 0.76 0.53 1.09
O 0.30 1.68 1.58
O 1.00 -0.67 0.87
H -0.59 1.17 1.54
H 0.63 1.65 2.52
C 0.64 -1.09 -0.29
O 1.20 -1.99 -0.84
C -0.87 -0.81 -0.55
H -1.12 -1.12 -1.61
N -1.38 0.50 -0.19
H -2.33 0.55 -0.39
H -1.25 -1.63 0.08
C -0.65 1.52 -0.99
H -0.68 2.51 -0.64
H 0.39 1.30 -1.06
H -0.82 1.62 -2.06